[1]
{"formula": "C4H10N2", "method": "ωB97M-V/def2-TZVPD", "symbols": ["C", "C", "C", "H", "H", "H", "H", "H", "H", "N", "C", "N", "H", "H", "H", "H"], "xyz": [[0.55923, -1.75985, 3.61910], [0.80683, -0.58576, 2.73342], [1.39418, -0.58869, 1.53997], [0.07722, -1.50096, 4.56688], [1.42203, -2.38204, 3.84586], [-0.19198, -2.40351, 3.14932], [0.43213, 0.34649, 3.13083], [0.98365, 0.10803, 0.82308], [2.06370, -1.32694, 1.12626], [-0.26932, 0.26388, -3.21590], [-1.24611, 1.09445, -2.81837], [-1.16583, 1.91920, -1.84469], [0.44714, -0.04130, -2.57547], [-0.18898, -0.37047, -3.99153], [-2.22825, 1.00173, -3.29090], [-2.09548, 2.20262, -1.56404]], "forces_ev_per_a": [[-0.151, -0.519, 0.646], [0.352, -0.273, 0.301], [-0.747, 0.171, -0.294], [0.354, 0.275, -0.021], [0.189, -0.031, -0.098], [0.220, -0.018, -0.193], [-0.786, 0.157, -0.517], [0.920, 0.916, 0.012], [-0.360, -0.667, 0.149], [2.023, -1.165, -0.032], [-1.857, 0.537, 0.680], [0.875, -0.858, 0.248], [-0.059, 0.879, 0.531], [-1.234, 0.535, -0.455], [0.292, -0.390, -0.623], [-0.029, 0.451, -0.333]], "lumo_energy_ev": 1.0, "charge": 0, "fmax_ev_per_a": 2.3, "smiles": "[H]/N=C/N.C=CC", "orbital_gap_ev": 10.014}

***

[2]
{"formula": "C13H16N4O", "method": "ωB97M-V/def2-TZVPD", "symbols": ["C", "H", "H", "H", "C", "N", "C", "C", "C", "N", "H", "H", "N", "C", "O", "N", "C", "C", "C", "C", "C", "C", "H", "H", "H", "H", "H", "H", "H", "C", "H", "H", "H", "H"], "xyz": [[0.89982, 2.37865, -2.81243], [1.42414, 3.30509, -2.61048], [-0.08878, 2.40042, -2.04134], [0.40363, 2.46485, -3.82462], [1.63001, 1.38742, -2.63479], [0.92684, 0.04586, -2.79970], [0.28997, -0.55947, -1.83536], [-0.72899, -1.57197, -2.46037], [-0.29411, -1.54159, -3.82559], [0.64250, -0.56546, -3.91583], [-0.58759, -2.38381, -4.65988], [-1.40430, -2.30959, -2.08073], [0.05834, 0.08928, -0.46294], [-0.61443, -0.82724, 0.54321], [-1.35196, -1.64760, 0.37966], [-0.26322, -0.08430, 1.68561], [-0.79540, -0.25406, 3.07412], [-0.46531, 0.50155, 4.03210], [-1.16787, 0.18329, 5.37422], [-1.75326, -0.94861, 5.54831], [-2.22900, -1.63986, 4.46274], [-1.59732, -1.61160, 3.13466], [-1.98490, -2.24821, 2.40884], [-2.66043, -2.68567, 4.67139], [-2.47719, -1.05357, 6.46991], [-0.80644, 0.89728, 6.18968], [0.14419, 1.51096, 3.90448], [0.05369, 0.65830, 1.68501], [0.75281, 0.68421, -0.37413], [2.86397, 1.05370, -3.64645], [3.34407, 1.86777, -3.66085], [2.28862, 1.09807, -4.74769], [3.37632, 0.11977, -3.50984], [2.17157, 1.28615, -1.66093]], "forces_ev_per_a": [[-11.552, 11.799, -1.104], [0.015, 0.394, -0.075], [2.548, -0.039, -1.831], [0.700, -0.146, 0.855], [10.824, -15.228, 0.720], [-1.556, -0.750, 1.568], [-6.682, -1.823, 3.364], [4.072, 2.094, -0.569], [0.308, -0.272, 1.858], [0.528, -0.486, -5.149], [1.003, 2.947, 1.945], [-0.006, 0.158, 0.760], [-4.348, -7.390, -5.296], [7.019, 11.321, 1.329], [-4.478, -6.309, -1.576], [-8.308, -16.940, 4.428], [-1.762, -8.212, -8.838], [-0.172, 4.582, 6.620], [6.391, 5.735, -1.557], [-5.619, -1.036, 3.314], [2.260, -5.781, -4.748], [-0.825, 5.691, 7.069], [0.109, -0.546, -1.429], [-0.210, 1.905, -0.236], [2.138, -0.124, -1.212], [-1.073, -1.170, -0.945], [-1.333, -2.419, 0.322], [7.483, 16.233, -1.683], [4.043, 3.252, 2.151], [-7.254, -2.751, -2.824], [4.798, 5.884, 0.013], [1.678, -0.658, 2.760], [0.034, -0.115, 0.299], [-0.775, 0.202, -0.302]], "lumo_energy_ev": 0.5, "charge": 0, "fmax_ev_per_a": 19.4, "smiles": "CC(C)n1nccc1NC(=O)Nc1ccccc1", "orbital_gap_ev": 8.213}

***

[3]
{"formula": "C5H9NO", "method": "ωB97M-V/def2-TZVPD", "symbols": ["O", "C", "C", "C", "C", "C", "N", "H", "H", "H", "H", "H", "H", "H", "H", "H"], "xyz": [[0.39308, 1.28045, -2.77602], [-0.32530, 0.50611, -2.21234], [0.21480, -0.50916, -1.21431], [-0.76932, -0.60696, -0.04049], [-0.68138, 0.53142, 1.00629], [1.44500, -0.00177, 1.97441], [0.18515, 0.03838, 2.11748], [-1.48071, 0.36649, -2.35382], [1.23409, -0.16449, -1.00829], [0.12933, -1.49482, -1.73486], [-0.66025, -1.52736, 0.55074], [-1.84780, -0.47507, -0.23954], [-0.15351, 1.38454, 0.52263], [-1.59934, 0.99464, 1.51483], [2.07731, 0.43085, 1.22459], [1.83886, -0.75325, 2.66871]], "forces_ev_per_a": [[-0.669, 0.298, -0.235], [-0.641, -1.084, 0.292], [-1.599, 0.032, -0.460], [-1.167, 0.737, 1.991], [1.873, 1.892, 1.348], [-1.257, -1.522, 1.386], [-0.396, -0.103, -1.211], [1.466, 0.715, -0.235], [-0.156, -0.664, 0.323], [0.642, 0.635, 0.245], [-0.068, 0.072, -0.485], [0.422, -0.842, -1.237], [-0.378, -0.123, 0.083], [0.875, -1.273, -1.195], [0.128, 0.441, -0.669], [0.926, 0.788, 0.058]], "lumo_energy_ev": 1.0, "charge": 0, "fmax_ev_per_a": 3.0, "smiles": "C=NCCCC=O", "orbital_gap_ev": 10.553}

***

[4]
{"formula": "C18H20N2OS", "method": "ωB97M-V/def2-TZVPD", "symbols": ["N", "O", "S", "C", "C", "C", "C", "C", "C", "C", "C", "C", "C", "C", "C", "C", "N", "C", "C", "C", "C", "C", "H", "H", "H", "H", "H", "H", "H", "H", "H", "H", "H", "H", "H", "H", "H", "H", "H", "H", "H", "H"], "xyz": [[0.58851, 1.63478, 2.90485], [-2.09183, -2.35690, -5.05340], [2.74133, 0.33560, 4.74690], [1.13951, 2.33896, 3.90784], [-0.38474, 0.83553, -4.09828], [-2.28820, -0.84241, 1.39419], [-0.89663, -0.21024, -4.95181], [-0.46779, 0.54822, -2.68881], [-2.24028, -1.00972, -0.04300], [-1.66282, -1.48256, -3.01599], [-1.16711, -0.47879, 2.15090], [0.01999, -0.36460, 0.11162], [-1.46589, -1.29729, -4.33742], [-1.06766, -0.59455, -2.12415], [-1.10841, -0.68088, -0.67990], [0.05493, -0.17677, 1.49702], [0.22553, 3.32688, 4.26871], [-1.26172, -3.05377, -5.93615], [2.37147, 2.11625, 4.64131], [2.41655, 0.88694, 1.43012], [1.73531, -0.53696, 3.42824], [1.21865, 0.43305, 2.33773], [-0.15972, 1.80245, -4.51102], [-3.16990, -1.15759, 1.95280], [-0.89163, 0.04911, -5.98535], [-0.17165, 1.28388, -1.99485], [-3.14758, -1.20055, -0.60964], [-2.17060, -2.38851, -2.59645], [-1.21262, -0.30611, 3.23473], [0.94951, -0.27221, -0.35875], [0.44172, 3.96597, 5.06661], [-0.71813, 3.03513, 4.03098], [-1.61504, -2.95765, -7.00039], [-0.16928, -2.92162, -5.91958], [-1.18984, -4.12118, -5.64141], [3.20195, 2.72507, 4.20739], [2.20057, 2.57309, 5.61728], [2.05804, 1.61014, 0.74068], [2.78819, 0.03427, 0.83474], [3.18412, 1.32375, 2.06603], [2.46252, -1.34917, 3.11758], [0.92065, -1.09905, 3.85813]], "forces_ev_per_a": [[2.004, 0.700, 2.339], [0.968, 1.169, -0.073], [0.007, -0.407, -0.015], [-4.409, -1.385, -3.792], [-1.822, -3.203, 1.499], [0.544, -1.104, -0.295], [1.125, 2.676, 1.705], [-0.031, 0.364, -1.884], [-1.858, 0.594, 2.925], [0.429, -0.634, 3.058], [-0.055, 0.543, -0.639], [0.326, 0.331, 1.054], [-1.650, -2.081, -2.156], [0.568, 1.085, -1.967], [1.577, -0.045, 0.771], [-1.219, -0.730, -0.273], [1.479, 0.692, 1.553], [0.645, -1.717, -1.332], [0.858, 0.727, -0.024], [-0.720, -1.367, 0.636], [1.005, -0.141, 0.095], [0.672, 0.388, -0.989], [0.482, 0.087, 0.123], [-0.034, 0.334, -0.327], [-0.199, -0.691, -0.754], [0.546, 0.886, 0.610], [0.041, -0.176, 0.240], [0.480, 0.877, -0.848], [-0.303, -0.256, -0.491], [1.160, 0.425, -1.089], [-0.692, -1.118, -1.149], [0.298, 0.652, 0.212], [0.307, -0.160, 1.023], [-0.260, 1.405, 0.207], [-1.036, 0.170, -0.265], [-0.409, -0.763, 0.016], [0.256, -0.544, 0.326], [-0.288, 0.823, -0.562], [0.170, 0.310, 0.449], [0.172, -0.141, -0.151], [-0.736, 1.172, -0.280], [-0.398, 0.254, 0.512]], "lumo_energy_ev": 0.7, "charge": 0, "fmax_ev_per_a": 6.0, "smiles": "COc1cccc(-c2cccc([C@]3(C)CSCC(N)=N3)c2)c1", "orbital_gap_ev": 9.063}

***

[5]
{"formula": "C5H4CaO4", "method": "ωB97M-V/def2-TZVPD", "symbols": ["C", "C", "H", "H", "O", "C", "O", "O", "Ca", "C", "C", "O", "H", "H"], "xyz": [[-2.08571, -0.05817, -3.07478], [-1.73276, -1.11573, -2.59529], [-1.51003, -2.06452, -2.13052], [-1.77860, 0.45682, -0.82225], [0.31557, 0.25170, -0.00495], [-0.64340, 0.92061, 0.64221], [-0.42338, 1.47444, 1.71096], [-1.75418, 0.97379, 0.01822], [-1.35988, 2.60167, 3.23108], [2.03675, -0.78291, 0.43491], [1.70546, 0.47277, 0.33533], [2.46355, -1.82628, 0.90285], [2.00302, 1.20030, 1.09932], [2.76360, -2.50447, 0.25291]], "forces_ev_per_a": [[0.338, -0.593, 0.581], [-0.207, 0.388, 0.081], [-0.126, 0.301, -0.304], [-0.146, -0.290, -0.960], [0.025, 1.148, -0.649], [0.229, -0.546, -2.127], [0.172, 0.449, 0.912], [0.041, 0.052, 1.095], [-0.551, 0.673, 0.827], [2.669, 0.260, 1.334], [-2.499, -2.120, 1.542], [-1.104, 0.218, -1.030], [0.549, 0.515, -1.157], [0.610, -0.458, -0.145]], "lumo_energy_ev": [-13.3, -13.3], "charge": 3, "fmax_ev_per_a": 3.6, "orbital_gap_ev": [6.553, 6.083], "multiplicity": 2}

***

- Among the records above, which one has the highest charge?
  C5H4CaO4

***

- Look up the charge of the fifth one.
  +3